Entry from OMol25: an isolated molecule of C4H8N2S in a non-equilibrium geometry (ωB97M-V/def2-TZVPD).

* gap between HOMO and LUMO: 9.1 eV
* F_max: 5.516 eV/Å
* SMILES: C/C(=N\N)[C@@H]1CS1
* HOMO energy: -0.304 Ha
* molecular weight: 116.2 g mol⁻¹
* relative energy (zero: lowest compared OMol25 entry of this formula, charge and spin): 112.5 kcal/mol

ORCA input file:
```
! wB97M-V def2-TZVPD RIJCOSX def2/J DEFGRID3
* xyz 0 1
C -1.257 -0.342 1.009
C -0.101 0.180 0.106
N -0.194 1.161 -0.620
N -1.332 1.830 -0.265
C 1.044 -0.758 0.104
C 2.138 -0.666 -0.952
S 1.145 -2.056 -1.228
H -1.103 -0.085 2.231
H -2.261 -0.287 0.378
H -1.026 -1.576 0.946
H -1.901 1.477 0.517
H -1.516 2.832 -0.772
H 1.184 -1.038 1.236
H 1.973 0.007 -1.739
H 3.207 -0.679 -0.951
*
```

=====

Entry from OMol25: an isolated molecule of C4H8N2S in a non-equilibrium geometry (ωB97M-V/def2-TZVPD).

* gap between HOMO and LUMO: 9.6 eV
* F_max: 4.559 eV/Å
* SMILES: CC[C@@H](N)N=C=S
* HOMO energy: -0.325 Ha
* molecular weight: 116.2 g mol⁻¹
* relative energy (zero: lowest compared OMol25 entry of this formula, charge and spin): 62.0 kcal/mol

ORCA input file:
```
! wB97M-V def2-TZVPD RIJCOSX def2/J DEFGRID3
* xyz 0 1
C 0.680 -0.178 1.657
C 0.062 0.858 0.704
C -1.000 0.313 -0.170
N -0.754 0.964 -1.393
N -0.573 -1.225 -0.732
C 0.274 -1.689 -1.401
S 1.136 -2.079 -2.579
H 1.546 0.232 2.246
H 1.044 -0.990 1.069
H -0.129 -0.602 2.377
H -0.272 1.637 1.399
H 0.840 1.393 0.225
H -1.948 0.109 0.357
H 0.248 0.683 -1.572
H -1.154 0.573 -2.186
*
```

=====

Entry from OMol25: a structure of composition C4H8N2S in a non-equilibrium geometry (ωB97M-V/def2-TZVPD).

* gap between HOMO and LUMO: 8.4 eV
* F_max: 5.027 eV/Å
* HOMO energy: -0.290 Ha
* molecular weight: 116.2 g mol⁻¹
* relative energy (zero: lowest compared OMol25 entry of this formula, charge and spin): 165.3 kcal/mol

ORCA input file:
```
! wB97M-V def2-TZVPD RIJCOSX def2/J DEFGRID3
* xyz 0 1
C -2.797 -0.830 0.364
C -2.028 0.470 -0.087
C -0.718 0.774 -0.295
C 1.899 0.775 0.351
H -4.269 -0.448 0.490
H -2.208 -1.426 1.469
H -2.757 -1.343 -0.911
H -2.663 1.268 -0.363
H -0.440 1.794 -0.572
H 1.583 1.864 0.446
H 4.513 -1.008 -0.157
H 2.773 -0.987 -0.972
N 3.138 0.373 0.427
N 3.369 -0.827 -0.153
S 0.607 -0.449 -0.037
*
```

=====

Entry from OMol25: a cluster of 2 separate species, C4H8N2S2 in total in a non-equilibrium geometry (ωB97M-V/def2-TZVPD).

* gap between HOMO and LUMO: 7.8 eV
* F_max: 4.337 eV/Å
* HOMO energy: -0.274 Ha
* molecular weight: 148.3 g mol⁻¹
* relative energy (zero: lowest compared OMol25 entry of this formula, charge and spin): 88.2 kcal/mol

ORCA input file:
```
! wB97M-V def2-TZVPD RIJCOSX def2/J DEFGRID3
* xyz 0 1
C -2.895 -0.124 0.864
C 0.104 -0.924 -1.800
C 0.325 0.285 1.637
C 1.539 0.562 -0.773
N -0.181 -0.511 0.499
N 0.299 -0.315 -0.662
S -2.896 0.466 -0.545
S -3.164 -0.734 2.260
H -0.551 -1.634 -2.009
H 0.836 -0.772 -2.631
H -0.584 0.386 2.213
H 1.001 -0.338 2.114
H 0.706 1.295 1.432
H 2.047 0.391 -1.724
H 1.160 1.593 -0.900
H 2.254 0.374 0.023
*
```

=====

Entry from OMol25: an isolated molecule of C4H8N2S2 in a non-equilibrium geometry (ωB97M-V/def2-TZVPD).

* gap between HOMO and LUMO: 9.1 eV
* F_max: 2.467 eV/Å
* SMILES: C/N=C(/CS)NC=S
* HOMO energy: -0.325 Ha
* molecular weight: 148.3 g mol⁻¹
* relative energy (zero: lowest compared OMol25 entry of this formula, charge and spin): 17.1 kcal/mol

ORCA input file:
```
! wB97M-V def2-TZVPD RIJCOSX def2/J DEFGRID3
* xyz 0 1
C -0.644 2.623 -0.395
N 0.571 1.916 0.105
C 0.587 0.671 0.244
C 1.840 0.014 0.788
S 2.581 -1.207 -0.296
N -0.386 -0.242 -0.133
C -1.703 -0.106 0.232
S -2.839 -1.227 -0.032
H -0.279 3.407 -1.042
H -1.129 3.046 0.471
H -1.257 1.932 -1.068
H 1.682 -0.417 1.797
H 2.528 0.849 0.893
H 2.897 -0.354 -1.251
H -0.163 -1.204 -0.364
H -1.927 0.759 0.801
*
```

=====

Entry from OMol25: an isolated molecule of C4H8N2S2 in a non-equilibrium geometry (ωB97M-V/def2-TZVPD).

* gap between HOMO and LUMO: 8.8 eV
* F_max: 1.913 eV/Å
* SMILES: [H]/N=C/N(C=S)CCS
* HOMO energy: -0.323 Ha
* molecular weight: 148.3 g mol⁻¹
* relative energy (zero: lowest compared OMol25 entry of this formula, charge and spin): 7.4 kcal/mol

ORCA input file:
```
! wB97M-V def2-TZVPD RIJCOSX def2/J DEFGRID3
* xyz 0 1
H 1.307 -2.445 -1.484
N 0.634 -1.778 -1.198
C 0.910 -1.395 -0.028
N 0.073 -0.478 0.615
C 0.352 0.025 1.865
S 1.653 -0.285 2.801
C -1.133 0.008 -0.096
C -0.785 1.045 -1.148
S -0.132 2.595 -0.468
H 1.759 -1.675 0.620
H -0.419 0.686 2.189
H -1.565 -0.904 -0.577
H -1.833 0.413 0.605
H -1.742 1.360 -1.655
H -0.158 0.671 -1.940
H 1.080 2.157 -0.100
*
```

=====

Entry from OMol25: an isolated molecule of C4H8N2S2 in a non-equilibrium geometry (ωB97M-V/def2-TZVPD).

* gap between HOMO and LUMO: 8.4 eV
* F_max: 3.037 eV/Å
* SMILES: C=C/C(=N/SC)NS
* HOMO energy: -0.286 Ha
* molecular weight: 148.3 g mol⁻¹
* relative energy (zero: lowest compared OMol25 entry of this formula, charge and spin): 39.9 kcal/mol

ORCA input file:
```
! wB97M-V def2-TZVPD RIJCOSX def2/J DEFGRID3
* xyz 0 1
C -2.386 1.560 -0.251
C -1.243 1.195 0.294
C -0.468 -0.010 0.106
N 0.847 0.148 0.288
S 1.888 -1.049 -0.259
C 3.426 -0.295 0.291
N -1.023 -1.210 -0.315
S -2.524 -1.810 0.340
H -2.888 0.926 -0.965
H -2.680 2.606 -0.255
H -0.682 1.982 0.749
H 3.564 0.688 -0.194
H 3.415 -0.167 1.394
H 4.252 -0.927 0.024
H -0.330 -1.931 -0.406
H -3.170 -1.705 -0.842
*
```

=====

Entry from OMol25: a structure of composition C4H8N3 in a non-equilibrium geometry (ωB97M-V/def2-TZVPD).

* gap between HOMO and LUMO (alpha / beta): 8.4 / 8.4 eV
* F_max: 6.345 eV/Å
* HOMO energy (alpha / beta): -0.490 / -0.490 Ha
* molecular weight: 98.1 g mol⁻¹
* relative energy (zero: lowest compared OMol25 entry of this formula, charge and spin): 143.5 kcal/mol

ORCA input file:
```
! wB97M-V def2-TZVPD RIJCOSX def2/J DEFGRID3
* xyz 1 1
C -2.464 0.315 0.518
C 1.403 0.245 -0.141
C -1.688 -0.953 0.094
C -1.067 0.088 -0.755
N -1.654 1.155 -0.042
N 1.916 1.405 -0.035
N 1.987 -0.892 0.046
H -3.407 0.516 1.145
H -1.043 -1.275 1.049
H -2.064 -1.759 -0.362
H -0.740 0.044 -1.836
H 1.454 2.247 -0.029
H 2.815 1.566 0.302
H 1.443 -1.664 0.034
H 3.109 -1.037 0.010
*
```

=====

Entry from OMol25: the ion C4H8N3 with charge +1 in a non-equilibrium geometry (ωB97M-V/def2-TZVPD).

* gap between HOMO and LUMO: 10.0 eV
* F_max: 6.104 eV/Å
* SMILES: NC1=NC(=[NH2+])CC1
* HOMO energy: -0.535 Ha
* molecular weight: 98.1 g mol⁻¹
* relative energy (zero: lowest compared OMol25 entry of this formula, charge and spin): 51.0 kcal/mol

ORCA input file:
```
! wB97M-V def2-TZVPD RIJCOSX def2/J DEFGRID3
* xyz 1 1
N 2.463 -0.979 -0.018
C 1.198 -0.580 -0.048
N 0.271 -1.539 -0.012
C -0.992 -0.847 0.093
N -2.354 -1.062 -0.021
C -0.743 0.587 0.069
C 0.751 0.817 -0.012
H 2.481 -1.949 -0.129
H 3.343 -0.340 0.147
H -2.877 -1.980 0.251
H -2.971 -0.421 -0.439
H -1.207 1.159 0.832
H -1.190 0.880 -0.869
H 0.986 1.179 -0.951
H 1.069 1.185 0.950
*
```

=====

Entry from OMol25: a structure of composition C4H8N3 in a non-equilibrium geometry (ωB97M-V/def2-TZVPD).

* gap between HOMO and LUMO (alpha / beta): 8.0 / 8.0 eV
* F_max: 5.139 eV/Å
* HOMO energy (alpha / beta): -0.480 / -0.480 Ha
* molecular weight: 98.1 g mol⁻¹
* relative energy (zero: lowest compared OMol25 entry of this formula, charge and spin): 249.3 kcal/mol

ORCA input file:
```
! wB97M-V def2-TZVPD RIJCOSX def2/J DEFGRID3
* xyz 1 1
C -1.673 -1.065 0.087
C -1.477 0.039 -0.986
C 0.903 -1.203 0.299
C 0.695 0.318 0.087
N 0.189 -2.041 -0.298
N -1.390 -0.140 0.979
N -0.640 0.753 0.075
H -0.899 -0.298 -1.898
H -2.437 0.417 -1.355
H -0.592 -2.085 0.646
H 1.664 -1.447 1.099
H 1.479 0.859 0.765
H 1.030 0.438 -0.897
H -1.222 -0.225 1.977
H -0.798 1.821 0.076
*
```

=====

Entry from OMol25: the ion C4H8N3 with charge +1 in a non-equilibrium geometry (ωB97M-V/def2-TZVPD).

* gap between HOMO and LUMO: 10.2 eV
* F_max: 7.264 eV/Å
* SMILES: C/[NH+]=C/N(C)C#N
* HOMO energy: -0.553 Ha
* molecular weight: 98.1 g mol⁻¹
* relative energy (zero: lowest compared OMol25 entry of this formula, charge and spin): 102.4 kcal/mol

ORCA input file:
```
! wB97M-V def2-TZVPD RIJCOSX def2/J DEFGRID3
* xyz 1 1
C -2.514 -0.702 0.138
N -0.950 -1.139 0.006
C -0.187 -0.055 0.043
N 1.208 0.213 -0.031
C 1.777 1.546 0.026
C 2.060 -0.777 -0.233
N 2.459 -1.839 -0.333
H -2.587 0.360 -0.029
H -3.177 -1.392 -0.561
H -2.853 -0.906 1.211
H -0.510 -1.898 -0.332
H -0.690 0.842 0.264
H 1.384 2.178 -0.696
H 2.777 1.437 -0.496
H 1.802 2.134 1.022
*
```

=====

Entry from OMol25: the ion C4H8N3O with charge +1 in a non-equilibrium geometry (ωB97M-V/def2-TZVPD).

* gap between HOMO and LUMO: 8.6 eV
* F_max: 4.492 eV/Å
* SMILES: C=[NH+]/C([O-])=C\C=N\[NH3+]
* HOMO energy: -0.462 Ha
* molecular weight: 114.1 g mol⁻¹
* relative energy (zero: lowest compared OMol25 entry of this formula, charge and spin): 130.0 kcal/mol

ORCA input file:
```
! wB97M-V def2-TZVPD RIJCOSX def2/J DEFGRID3
* xyz 1 1
C 0.462 1.570 0.208
N 1.518 1.010 -0.249
C 2.232 -0.177 0.136
O 3.390 -0.251 0.335
C 1.250 -1.293 -0.019
C -0.164 -1.122 0.095
N -0.828 0.012 0.446
N -2.358 -0.162 0.089
H 0.360 1.764 1.260
H -0.306 2.007 -0.553
H 1.732 1.242 -1.260
H 1.596 -2.221 -0.391
H -0.835 -1.870 -0.223
H -2.715 0.812 0.019
H -2.899 -0.643 0.880
H -2.434 -0.680 -0.771
*
```

=====

| no. | energy (Ha) |
| --- | --- |
| 1 | -664.7534 |
| 2 | -664.8340 |
| 3 | -664.6694 |
| 4 | -1062.9552 |
| 5 | -1063.0685 |
| 6 | -1063.0839 |
| 7 | -1063.0322 |
| 8 | -321.0627 |
| 9 | -321.2100 |
| 10 | -320.8940 |
| 11 | -321.1281 |
| 12 | -396.3291 |